No. 1
{"formula": "C34H30BBrCeF6N11O5S2", "method": "ωB97M-V with the def2-TZVPD basis set", "symbols": ["Ce", "Br", "C", "C", "C", "C", "O", "C", "C", "N", "C", "C", "C", "C", "C", "C", "C", "C", "N", "C", "C", "H", "H", "H", "H", "H", "H", "H", "H", "H", "H", "C", "C", "C", "C", "N", "N", "B", "N", "C", "C", "C", "C", "N", "N", "C", "C", "C", "C", "N", "N", "C", "C", "C", "C", "N", "H", "H", "H", "H", "H", "H", "H", "H", "H", "H", "H", "H", "H", "H", "H", "H", "H", "H", "H", "H", "F", "C", "F", "F", "S", "O", "O", "N", "S", "O", "O", "C", "F", "F", "F"], "positions_angstrom": [[0.40, 0.67, -0.40], [1.80, 5.56, 5.79], [1.28, 4.50, 4.38], [-0.08, 4.54, 3.95], [-0.47, 3.75, 2.93], [0.47, 2.86, 2.28], [0.07, 2.12, 1.34], [1.84, 2.83, 2.74], [2.82, 1.89, 2.21], [2.60, 1.02, 1.31], [3.68, 0.17, 0.95], [5.00, 0.53, 1.02], [6.03, -0.39, 0.74], [5.72, -1.68, 0.41], [4.36, -2.06, 0.26], [3.98, -3.36, -0.15], [2.66, -3.66, -0.31], [1.71, -2.64, -0.13], [2.03, -1.41, 0.24], [3.34, -1.12, 0.48], [2.21, 3.64, 3.77], [-0.78, 5.21, 4.44], [-1.49, 3.75, 2.56], [3.80, 1.93, 2.69], [5.27, 1.55, 1.27], [7.06, -0.08, 0.82], [6.50, -2.41, 0.24], [4.75, -4.11, -0.31], [2.33, -4.65, -0.60], [0.66, -2.84, -0.28], [3.24, 3.62, 4.13], [-2.33, 3.43, -0.24], [-2.90, 2.05, -0.17], [-4.25, 1.75, -0.07], [-4.32, 0.37, -0.06], [-3.08, -0.12, -0.16], [-2.18, 0.91, -0.22], [-2.56, -1.57, -0.23], [-1.79, -1.72, -1.58], [-2.39, -2.13, -2.70], [-1.50, -2.03, -3.74], [-0.35, -1.49, -3.18], [0.88, -1.15, -3.95], [-0.51, -1.32, -1.84], [-1.63, -1.80, 1.00], [-1.93, -2.60, 2.03], [-1.05, -2.33, 3.06], [-0.23, -1.32, 2.58], [0.90, -0.68, 3.33], [-0.59, -1.00, 1.32], [-3.62, -2.65, -0.21], [-3.35, -3.98, -0.42], [-4.52, -4.66, -0.25], [-5.48, -3.67, 0.06], [-6.95, -3.86, 0.32], [-4.94, -2.47, 0.09], [-2.64, 4.01, 0.64], [-2.73, 3.96, -1.10], [-1.26, 3.45, -0.29], [-5.07, 2.44, -0.01], [-5.15, -0.31, 0.01], [-3.41, -2.49, -2.68], [-1.66, -2.29, -4.78], [1.05, -1.91, -4.71], [2.23, -1.82, -2.68], [0.75, -0.21, -4.46], [-2.75, -3.29, 1.99], [-1.02, -2.79, 4.03], [0.91, -1.05, 4.35], [0.78, 0.41, 3.37], [1.86, -0.90, 2.88], [-2.35, -4.32, -0.66], [-4.68, -5.73, -0.35], [-7.18, -4.92, 0.39], [-7.55, -3.43, -0.48], [-7.24, -3.38, 1.25], [5.19, 2.82, -2.21], [3.91, 3.00, -1.95], [3.73, 3.10, -0.64], [3.46, 4.08, -2.55], [3.02, 1.43, -2.64], [2.38, 0.92, -1.33], [2.03, -0.99, -3.13], [1.84, 2.12, -3.51], [0.59, 2.49, -2.66], [-0.36, 1.36, -2.49], [0.83, 3.10, -1.35], [-0.26, 3.68, -3.77], [0.54, 4.71, -3.92], [-1.38, 4.02, -3.17], [-0.49, 3.06, -4.91]], "molar_mass_g_mol": 1081.6, "homo_energy_ev": [-13.034, -13.034], "e_tot_ha": -6761.38821, "largest_force_ha_per_bohr": 0.06911, "s_squared": 0.775, "orbital_gap_ha": [0.1893, 0.1611], "multiplicity": 2, "lumo_energy_ev": [-7.9, -8.7], "charge": 2}


No. 2
{"formula": "C31H40N2OP", "method": "ωB97M-V with the def2-TZVPD basis set", "symbols": ["C", "O", "C", "C", "C", "C", "C", "C", "C", "C", "C", "C", "C", "C", "C", "C", "C", "C", "C", "C", "C", "H", "H", "H", "H", "H", "H", "H", "H", "H", "H", "H", "H", "H", "H", "H", "C", "C", "C", "C", "N", "C", "C", "C", "N", "C", "C", "C", "C", "P", "H", "H", "H", "H", "H", "H", "H", "H", "H", "H", "H", "H", "H", "H", "H", "H", "H", "H", "H", "H", "H", "H", "H", "H", "H"], "positions_angstrom": [[5.73, 0.69, -3.90], [5.07, 1.45, -2.87], [3.74, 1.25, -2.65], [3.10, 2.10, -1.71], [1.75, 1.99, -1.49], [0.97, 1.02, -2.16], [-0.47, 1.01, -2.06], [-1.30, -0.13, -2.41], [-2.62, 0.35, -2.68], [-3.59, -0.47, -3.24], [-3.28, -1.82, -3.46], [-2.01, -2.32, -3.12], [-1.01, -1.49, -2.60], [-2.63, 1.79, -2.47], [-1.31, 2.19, -2.08], [-1.02, 3.56, -1.97], [-2.05, 4.48, -2.18], [-3.33, 4.07, -2.58], [-3.62, 2.72, -2.75], [1.63, 0.16, -3.07], [2.99, 0.25, -3.32], [6.76, 1.06, -3.91], [5.73, -0.39, -3.65], [5.26, 0.85, -4.88], [3.70, 2.85, -1.21], [1.26, 2.67, -0.80], [-4.56, -0.05, -3.51], [-4.03, -2.48, -3.90], [-1.79, -3.37, -3.29], [-0.03, -1.88, -2.35], [-0.02, 3.89, -1.71], [-1.83, 5.55, -2.06], [-4.11, 4.82, -2.76], [-4.59, 2.37, -3.11], [1.05, -0.56, -3.64], [3.46, -0.42, -4.04], [-3.38, -1.37, 4.07], [-2.00, -0.74, 3.94], [-1.95, 0.53, 4.79], [-0.96, -1.72, 4.48], [-1.72, -0.36, 2.51], [-2.12, -1.31, 1.43], [-1.14, -2.43, 1.19], [0.29, -1.96, 0.93], [0.74, -0.84, 1.74], [2.20, -0.66, 1.86], [2.63, -1.46, 3.10], [2.55, 0.82, 2.03], [2.93, -1.17, 0.62], [-0.33, 0.43, 2.04], [-0.53, 0.79, 0.59], [-3.43, -2.37, 3.63], [-3.63, -1.49, 5.14], [-4.16, -0.74, 3.63], [-0.94, 0.96, 4.84], [-2.64, 1.29, 4.40], [-2.26, 0.30, 5.82], [0.05, -1.29, 4.44], [-1.20, -1.95, 5.52], [-0.97, -2.66, 3.92], [-3.11, -1.70, 1.69], [-2.23, -0.73, 0.50], [-1.13, -3.11, 2.05], [-1.47, -3.03, 0.33], [0.99, -2.79, 1.12], [0.38, -1.70, -0.15], [2.33, -2.51, 3.00], [3.71, -1.41, 3.24], [2.15, -1.06, 4.00], [2.24, 1.39, 1.14], [2.10, 1.27, 2.92], [3.65, 0.92, 2.12], [2.54, -0.68, -0.28], [4.00, -0.93, 0.70], [2.85, -2.25, 0.51]], "molar_mass_g_mol": 487.6, "homo_energy_ev": -10.055, "e_tot_ha": -1731.11019, "largest_force_ha_per_bohr": 0.03416, "orbital_gap_ha": 0.1632, "multiplicity": 1, "lumo_energy_ev": -5.6, "charge": 1}